{"formula": "C16H18AsBrO8SSbTi", "method": "ωB97M-V with the def2-TZVPD basis set", "charge": 0, "spin_multiplicity": 2, "e_above_lowest_kj_mol": 342.71, "molar_mass_g_mol": 694.83, "gap_ha": [0.243, 0.279], "species": ["Ti", "O", "As", "O", "O", "C", "C", "C", "C", "C", "C", "S", "O", "O", "O", "H", "H", "H", "H", "H", "Br", "C", "C", "C", "C", "C", "C", "C", "O", "O", "H", "H", "H", "H", "C", "Sb", "C", "C", "H", "H", "H", "H", "H", "H", "H", "H", "H"], "coordinates": [[-0.163, -0.113, -0.299], [-0.582, -0.666, -2.815], [-0.459, -2.231, -1.948], [-1.454, -3.204, -2.773], [-0.925, -1.768, -0.410], [1.275, -3.113, -1.643], [1.308, -4.476, -1.926], [2.379, -5.246, -1.499], [3.428, -4.657, -0.797], [3.396, -3.304, -0.513], [2.311, -2.543, -0.916], [2.189, -0.856, -0.387], [1.201, -0.866, 0.740], [3.469, -0.350, -0.032], [1.464, -0.136, -1.456], [-1.130, -0.817, -3.601], [0.471, -4.903, -2.471], [2.392, -6.307, -1.700], [4.261, -5.258, -0.465], [4.187, -2.812, 0.031], [0.475, 4.529, 0.169], [-1.052, 4.322, -0.924], [-1.656, 5.441, -1.464], [-2.802, 5.306, -2.232], [-3.365, 4.049, -2.443], [-2.787, 2.936, -1.883], [-1.609, 3.048, -1.119], [-1.049, 1.859, -0.558], [-1.756, 0.767, -0.434], [0.163, 1.711, -0.134], [-1.231, 6.415, -1.278], [-3.255, 6.183, -2.665], [-4.257, 3.948, -3.042], [-3.207, 1.948, -2.011], [-1.108, 0.787, 4.686], [-0.797, 0.530, 2.534], [1.271, 1.149, 2.767], [-0.614, -1.623, 2.813], [-0.339, 0.262, 5.241], [-2.081, 0.404, 4.965], [-1.070, 1.839, 4.936], [1.836, 0.337, 3.218], [1.318, 2.034, 3.399], [1.683, 1.371, 1.785], [0.382, -1.840, 3.198], [-0.745, -2.112, 1.849], [-1.370, -1.977, 3.510]], "forces_ev_per_a": [[-0.4222, -1.5486, -0.3727], [0.4204, -0.1429, -0.0106], [-0.7674, -1.8587, -2.1754], [0.1065, -0.3946, -0.0933], [-1.0728, -1.7883, 0.1868], [-0.4822, 0.3289, 0.0129], [-0.2675, 0.3361, -0.2371], [0.2022, 0.1787, 0.1398], [-0.2304, -0.1700, -0.1923], [0.0003, 0.3440, 0.1100], [-0.0083, 0.0964, -0.0004], [2.4674, -0.5374, 0.2108], [2.2061, -0.9123, 1.3679], [0.0354, -0.2298, -0.0887], [0.9548, -0.3629, -0.4029], [-0.0314, -0.1634, 0.2044], [0.0864, -0.0165, 0.0662], [0.0062, -0.0451, -0.0458], [0.0619, -0.0153, 0.0098], [0.1531, -0.0381, 0.0799], [-0.0228, 0.5703, -0.0718], [0.0628, -0.6382, 0.2590], [-0.0540, 0.1490, -0.0826], [0.1282, -0.3302, 0.0913], [-0.0607, 0.2805, -0.1016], [0.5247, -0.2164, 0.4038], [-0.5869, 1.3731, -0.6844], [0.1722, -1.2151, 1.1338], [-2.3606, 3.1550, -0.8187], [-0.9623, 3.4866, -0.7601], [0.0459, 0.0489, -0.0048], [-0.0816, 0.1229, -0.0463], [-0.0738, 0.0040, -0.0325], [-0.0484, 0.0165, -0.0374], [-0.1964, 0.1057, -0.5050], [0.1615, -0.0782, 2.3201], [-0.2187, -0.1865, -0.1915], [0.1609, 0.2208, -0.2880], [0.1786, -0.1492, -0.0381], [-0.2157, -0.1168, 0.0688], [0.0207, 0.2604, 0.0409], [0.0526, 0.0083, 0.0593], [-0.0678, -0.0008, 0.0192], [0.0979, 0.1050, 0.1750], [-0.0134, -0.0340, 0.0458], [0.0028, -0.1110, 0.2256], [-0.0641, 0.1093, 0.0506]], "lowdin_spin": [0.77, 0.02, 0.01, 0.00, 0.01, 0.00, 0.00, 0.00, 0.00, 0.00, 0.00, 0.01, 0.01, 0.00, 0.02, 0.00, 0.00, 0.00, 0.00, 0.00, 0.00, 0.01, 0.00, 0.01, 0.00, 0.01, 0.00, 0.03, 0.00, 0.00, 0.00, 0.00, 0.00, 0.00, 0.05, 0.06, 0.00, 0.00, 0.00, 0.00, 0.00, 0.00, 0.00, 0.00, 0.00, 0.00, 0.00]}